Run i
An isolated molecule of C5H12N2O, computed with ωB97M-V with the def2-TZVPD basis set.

Geometry as ORCA input:
```
! RIJCOSX wB97M-V def2-TZVPD def2/J DEFGRID3
* xyz 0 1
C -0.85 -0.13 1.59
C -1.08 0.24 0.13
C -2.54 0.23 -0.31
C -0.20 -0.56 -0.84
N 1.19 -0.65 -0.46
C 2.02 0.44 -0.57
N 3.29 0.26 -0.09
O 1.66 1.50 -1.05
H -0.94 -1.19 1.83
H -1.58 0.39 2.20
H 0.13 0.24 1.88
H -0.69 1.25 0.04
H -3.18 -0.41 0.29
H -2.61 -0.11 -1.35
H -2.96 1.23 -0.34
H -0.59 -1.56 -0.96
H -0.24 -0.08 -1.82
H 1.59 -1.54 -0.25
H 3.64 -0.55 0.37
H 3.92 1.01 -0.31
*
```

Results
SMILES string: CC(C)CNC(N)=O
E_HOMO, hartree: -0.3488
LUMO, eV: 0.8

***

Run ii
A cluster of 3 separate species, C5H12N2O in total, computed with ωB97M-V with the def2-TZVPD basis set.

Geometry as ORCA input:
```
! RIJCOSX wB97M-V def2-TZVPD def2/J DEFGRID3
* xyz 0 1
C 0.54 -1.56 -0.12
N -0.19 -0.45 0.51
C -1.39 0.08 -0.16
C -2.16 -0.71 -0.98
O -0.38 -0.73 1.89
H -1.21 -1.25 1.90
H -1.92 0.71 0.56
H -0.04 -2.48 -0.07
H 1.49 -1.69 0.42
H 0.73 -1.32 -1.16
H -1.72 -1.44 -1.65
H -3.18 -0.42 -1.17
C 1.92 1.21 -0.60
C 0.72 1.31 0.29
N 0.71 1.99 1.35
H -0.11 1.87 1.94
H -0.49 1.25 -0.51
H 2.71 0.65 -0.10
H 1.69 0.75 -1.56
H 2.28 2.23 -0.78
*
```

Results
E_HOMO, hartree: -0.2708
LUMO, eV: 0.6

***

Most stable pick: run i. Distance to second place: 7.315 eV.

***

Run i
A cluster of 2 separate species, C5H10N in total, computed with ωB97M-V with the def2-TZVPD basis set.

Geometry as ORCA input:
```
! RIJCOSX wB97M-V def2-TZVPD def2/J DEFGRID3
* xyz 1 1
C 2.97 0.05 0.49
C 1.79 0.23 0.23
C -0.36 1.62 0.41
C -1.59 -1.14 -0.50
C 0.43 0.37 -0.10
N -0.31 -0.87 0.20
H 3.98 -0.26 0.56
H -1.36 1.57 0.00
H -0.36 1.75 1.47
H 0.12 2.49 -0.05
H -2.19 -0.31 -0.21
H -1.46 -1.02 -1.63
H -1.85 -2.23 -0.48
H 0.19 0.42 -1.58
H -0.30 -1.03 1.22
H 0.29 -1.65 -0.03
*
```

Results
E_HOMO, hartree: -0.5305
LUMO, eV: -3.7

***

Run ii
A cluster of 2 separate species, C5H10N in total, computed with ωB97M-V with the def2-TZVPD basis set.

Geometry as ORCA input:
```
! RIJCOSX wB97M-V def2-TZVPD def2/J DEFGRID3
* xyz 1 1
C 0.59 0.43 -1.16
C 1.36 0.29 -2.21
C -1.65 -0.07 -0.36
N -0.80 0.13 -1.29
H 0.89 0.75 -0.17
H 0.95 0.00 -3.18
H 2.43 0.43 -2.15
H -2.67 -0.32 -0.65
H -1.38 0.00 0.68
H -1.12 0.03 -2.25
C 0.40 0.25 2.48
C 0.09 -1.04 2.34
H -0.36 0.97 2.75
H 1.43 0.58 2.47
H -0.93 -1.36 2.49
H 0.85 -1.77 2.07
*
```

Results
E_HOMO, hartree: -0.5150
LUMO, eV: -5.3

***

Most stable pick: run ii. Distance to second place: 1.530 eV.

***

Run i
A cluster of 2 separate species, C5H10N in total, computed with ωB97M-V with the def2-TZVPD basis set.

Geometry as ORCA input:
```
! RIJCOSX wB97M-V def2-TZVPD def2/J DEFGRID3
* xyz 1 1
C -2.09 -0.27 -0.19
C -3.43 -0.04 -0.38
C 1.50 1.25 -0.33
C 1.90 -1.18 0.56
C 1.20 -0.17 -0.26
N -0.98 -0.27 0.06
H -3.31 0.81 -0.97
H -3.75 -0.83 -1.05
H -4.09 0.22 0.43
H 0.80 1.73 -1.00
H 2.53 1.18 -0.81
H 1.68 1.79 0.53
H 2.66 -1.59 -0.13
H 2.40 -0.84 1.40
H 1.31 -2.16 0.63
H 0.82 -0.62 -1.17
*
```

Results
E_HOMO, hartree: -0.5991
LUMO, eV: -4.8

***

Run ii
A cluster of 2 separate species, C5H10N in total, computed with ωB97M-V with the def2-TZVPD basis set.

Geometry as ORCA input:
```
! RIJCOSX wB97M-V def2-TZVPD def2/J DEFGRID3
* xyz 1 1
C -2.25 0.00 0.06
C -1.81 0.83 0.98
C 1.28 -1.45 -0.05
C 0.76 1.76 -1.32
C 0.16 -0.85 0.75
N -0.83 0.05 0.21
H -3.08 -0.67 -0.34
H -1.73 1.68 1.62
H 2.02 -0.75 -0.37
H 1.86 -1.97 0.60
H 1.03 -2.10 -0.87
H 0.34 1.58 -2.24
H 0.30 2.43 -0.64
H 1.66 1.36 -1.14
H 0.61 -0.23 1.45
H -0.33 -1.67 1.28
*
```

Results
E_HOMO (alpha / beta), hartree: -0.4788 / -0.5275
LUMO (alpha / beta), eV: -6.4 / -4.4

***

Run iii
The ion C5H10N with charge +1, computed with ωB97M-V with the def2-TZVPD basis set.

Geometry as ORCA input:
```
! RIJCOSX wB97M-V def2-TZVPD def2/J DEFGRID3
* xyz 1 1
C 2.40 -0.94 0.25
N 2.22 0.27 -0.06
C 0.95 0.97 0.01
C -0.23 0.00 -0.17
C -1.49 0.35 0.22
C -2.77 -0.43 -0.02
H 1.59 -1.40 0.63
H 3.35 -1.39 0.12
H 2.93 0.88 -0.64
H 1.01 1.59 -0.93
H 0.98 1.56 0.97
H -0.01 -0.80 -0.85
H -1.49 1.34 0.77
H -2.88 -0.90 -0.97
H -3.67 0.16 0.09
H -2.90 -1.27 0.58
*
```

Results
SMILES string: C=[NH+]C/C=C/C
E_HOMO, hartree: -0.4999
LUMO, eV: -5.1

***

Most stable pick: run iii. Distance to second place: 0.380 eV.

***

Run i
A cluster of 40 separate species, H80O40 in total, computed with ωB97M-V with the def2-TZVPD basis set.

Geometry as ORCA input:
```
! RIJCOSX wB97M-V def2-TZVPD def2/J DEFGRID3
* xyz 0 1
H -0.53 -2.81 -0.96
H -0.28 -2.19 0.31
O 0.12 -2.83 -0.28
H -3.10 5.78 -1.39
H -1.63 5.49 -0.93
O -2.49 5.60 -0.59
H 1.66 -0.65 -1.94
H 2.81 -1.01 -1.03
O 2.51 -1.13 -1.92
H 2.07 -3.91 0.00
H 3.37 -3.96 0.76
O 2.54 -4.48 0.56
H 5.81 -0.17 0.95
H 6.37 -0.73 -0.53
O 6.31 0.01 0.11
H -2.59 3.77 -0.32
O -3.16 3.05 -0.52
H -2.76 -5.73 -1.00
O -2.74 -5.06 -0.31
H -4.27 3.38 2.64
H -4.25 3.02 1.10
O -4.75 3.04 1.95
H -5.44 -2.40 -0.86
H -4.14 -3.26 -0.35
O -4.67 -2.48 -0.35
H -0.37 -5.20 -3.94
H -1.47 -5.41 -2.97
O -1.16 -4.77 -3.57
H 2.00 1.19 2.71
H 0.62 1.29 1.80
O 1.50 0.90 1.90
H -0.82 -1.70 -2.64
O 0.05 -1.11 -2.57
H -0.56 1.82 -3.39
H -1.84 1.92 -4.12
O -1.16 1.25 -3.86
H 0.87 3.55 1.02
H 1.86 4.14 2.01
O 1.06 3.52 2.06
H 1.48 2.37 -3.64
H 1.25 1.38 -2.32
O 0.96 2.26 -2.81
H 0.29 0.47 -5.22
H 1.20 0.20 -6.48
O 0.74 0.79 -5.96
H -0.03 -2.91 5.88
H -0.62 -1.55 5.66
O 0.02 -2.12 6.24
H -3.29 0.63 2.62
H -4.28 1.40 3.39
O -3.86 0.57 3.51
H -1.45 -0.97 -0.50
O -1.36 -0.08 -0.15
H -3.27 -3.03 3.83
H -1.91 -2.83 3.21
O -2.42 -2.80 4.00
H 2.06 2.27 5.49
O 2.53 1.65 4.77
H 2.74 0.77 -5.50
H 4.20 0.15 -5.27
O 3.35 0.09 -5.79
H -4.54 -0.64 -0.53
H -4.67 0.57 0.46
O -4.32 0.24 -0.39
H -0.62 -1.99 2.84
H -0.47 -0.53 2.34
O -0.70 -1.08 3.08
H 5.16 1.97 2.02
H 3.72 1.58 1.12
O 4.20 1.91 2.07
H 1.69 -3.78 -2.74
H 2.46 -3.76 -4.00
O 1.55 -3.76 -3.67
H 0.51 5.01 -1.38
H 1.26 6.10 -2.08
O 0.31 5.75 -2.03
H -2.14 0.31 -5.50
H -1.22 -0.58 -4.52
O -1.83 -0.65 -5.31
H -1.93 -3.07 -3.42
H -2.63 -1.64 -3.81
O -2.31 -2.23 -3.05
H 2.75 3.98 -0.93
H 2.54 5.41 -0.92
O 2.22 4.66 -0.44
H 1.54 -5.89 -0.74
H 1.76 -6.33 -2.20
O 1.05 -6.20 -1.55
H 0.21 3.02 3.79
O 0.35 3.43 4.62
H 1.82 0.88 -0.36
H 0.21 0.68 -0.49
O 1.09 0.66 -1.00
H -2.37 0.07 -0.15
H -3.11 2.82 -1.47
H 3.09 2.21 4.25
H -1.82 -4.76 0.03
H 0.43 -1.45 -3.46
H -0.52 3.54 4.91
O -2.33 2.97 3.95
H -1.97 2.05 3.62
H -2.09 3.10 4.94
O 1.99 -1.36 3.91
H 1.85 -0.54 4.34
H 2.70 -1.70 4.43
O -4.45 -3.03 2.38
H -5.38 -3.33 2.31
H -3.98 -3.92 2.12
O -5.90 3.41 -0.65
H -5.57 3.98 -1.29
H -5.33 2.70 -0.62
O 4.19 -2.11 3.27
H 5.05 -1.65 3.20
H 4.09 -2.43 2.34
O 5.35 2.15 -1.18
H 5.74 2.86 -0.77
H 5.82 1.35 -0.93
O 3.37 -0.70 1.24
H 3.59 0.24 1.53
H 2.84 -0.95 1.98
*
```

Results
E_HOMO, hartree: -0.3644
LUMO, eV: -0.6

***

Run ii
A cluster of 40 separate species, H80O40 in total, computed with ωB97M-V with the def2-TZVPD basis set.

Geometry as ORCA input:
```
! RIJCOSX wB97M-V def2-TZVPD def2/J DEFGRID3
* xyz 0 1
H -0.64 -3.80 -4.31
H -1.35 -2.91 -5.49
O -0.59 -3.23 -5.09
H 0.57 4.01 3.99
H -0.47 5.01 4.35
O -0.35 4.19 3.90
H -1.97 1.19 -2.79
H -3.49 0.99 -2.92
O -2.60 0.78 -3.26
H -4.03 2.54 0.84
H -2.95 3.59 1.18
O -3.55 3.03 1.52
H 0.67 -1.78 5.85
H 1.06 -0.39 6.67
O 1.34 -0.94 5.96
H -2.41 0.76 6.10
O -1.92 1.60 5.99
H 3.81 2.78 4.70
O 3.93 2.28 3.78
H -0.44 0.46 4.84
H 0.08 -0.54 3.93
O -0.15 0.32 3.93
H 5.62 -1.50 1.42
H 6.17 -1.66 2.88
O 6.46 -1.62 1.98
H -1.61 0.16 -5.35
H -0.59 0.90 -4.65
O -0.60 0.47 -5.46
H 0.80 4.50 2.56
H 1.62 5.90 2.77
O 1.63 5.06 2.22
H 0.32 0.09 -2.35
O -0.08 0.57 -1.73
H -5.52 -1.69 2.29
H -5.36 -3.04 1.56
O -5.86 -2.58 2.21
H 2.82 -4.80 -2.29
H 1.73 -4.11 -2.66
O 2.53 -4.22 -3.07
H -5.17 1.73 -2.04
H -5.35 3.34 -1.70
O -5.57 2.45 -1.57
H 3.42 3.31 -1.54
H 2.45 3.17 -2.80
O 3.29 3.51 -2.60
H -0.51 -2.53 0.15
H -1.79 -1.83 0.85
O -1.03 -2.49 0.89
H -0.09 5.08 1.17
H 0.46 4.70 -0.13
O -0.34 4.92 0.25
H 1.83 -2.37 -2.08
O 1.70 -2.85 -1.31
H -2.23 1.28 2.07
H -1.28 0.22 1.19
O -2.04 0.24 1.93
H 2.08 5.50 -2.66
O 1.57 5.28 -1.88
H -5.09 -0.15 3.34
H -3.52 -0.14 2.86
O -4.45 0.06 2.74
H 3.51 -0.97 -0.71
H 4.76 -1.64 -0.82
O 3.93 -1.86 -0.53
H -2.24 -3.52 2.07
H -3.26 -4.57 2.44
O -2.55 -3.99 2.79
H 0.58 -3.00 3.06
H 0.87 -1.67 3.87
O 1.16 -2.64 3.66
H 1.09 0.48 0.86
H 0.39 0.55 2.39
O 1.15 0.52 1.74
H 0.49 -0.53 -5.86
H 2.22 -0.68 -6.15
O 1.41 -1.21 -5.86
H 5.99 2.55 -0.17
H 5.23 3.37 -1.21
O 5.81 2.48 -1.17
H -2.05 -1.02 3.30
H -3.13 -2.16 3.70
O -2.58 -1.47 3.98
H -2.86 -1.31 -3.03
H -1.47 -1.92 -3.70
O -2.44 -2.04 -3.47
H 1.33 -0.94 -4.45
H 0.87 -2.02 -3.28
O 1.12 -1.10 -3.44
H 3.26 -4.03 1.85
O 3.08 -3.97 0.85
H 2.36 2.29 -0.17
H 3.15 0.95 0.55
O 2.65 1.36 -0.25
H 2.41 -2.57 -0.67
H -1.33 1.73 5.29
H 1.33 6.08 -1.49
H 3.14 2.72 3.42
H 0.33 1.32 -1.53
H 2.22 -3.80 0.81
O -4.58 0.05 -0.03
H -4.66 -0.24 0.95
H -4.88 1.04 -0.07
O -2.07 -0.50 -0.35
H -3.07 -0.26 -0.05
H -1.83 -0.27 -1.28
O 1.75 1.54 -3.67
H 1.84 1.67 -4.62
H 2.41 0.82 -3.59
O -3.25 -3.76 0.36
H -4.06 -4.09 -0.06
H -2.97 -3.42 -0.50
O 2.09 -6.05 -0.72
H 1.95 -5.18 -0.34
H 1.37 -6.37 -0.23
O 3.72 -0.79 -4.85
H 3.03 -1.42 -4.41
H 4.55 -1.27 -4.69
O -2.28 3.74 -1.36
H -2.59 4.24 -0.69
H -1.38 3.99 -1.54
*
```

Results
E_HOMO, hartree: -0.3645
LUMO, eV: -0.8

***

Most stable pick: run i. Distance to second place: 3.765 eV.